Version A
2 unconnected molecules or ions with the total composition C7H13N4. Source: the OMol25 dataset; level of theory: ωB97M-V/def2-TZVPD.

XYZ file:
```
24
Properties=species:S:1:pos:R:3:nbo_charge:R:1
C -3.69 -0.25 -0.98 -0.22
C -3.93 0.29 0.35 -0.21
C -2.40 -0.62 -1.06 -0.09
C -2.78 0.12 1.07 -0.07
C 1.09 0.96 0.50 0.57
C 3.17 -0.92 -1.02 -0.64
C 2.80 -0.78 0.44 -0.20
N -1.85 -0.47 0.24 -0.11
N 0.58 2.14 0.58 -0.80
N -0.69 -0.95 0.58 -0.32
N 2.30 0.57 0.72 -0.58
H -4.46 -0.37 -1.73 0.25
H -4.85 0.90 0.54 0.26
H -1.87 -1.01 -1.85 0.22
H -2.52 0.45 1.95 0.22
H 4.19 -1.46 -1.03 0.24
H 2.56 -1.59 -1.60 0.23
H 3.29 0.05 -1.46 0.22
H 3.56 -0.88 1.31 0.23
H 1.95 -1.34 0.57 0.21
H -0.33 2.52 0.48 0.44
H 1.13 3.04 0.57 0.40
H -0.29 -1.66 0.04 0.36
H 3.03 1.26 0.78 0.39
```

## Properties
Orbital gap (alpha / beta) = 0.2396 / 0.2890 Eh
Net charge = +1
E_LUMO (alpha / beta) = -5.43 / -4.73 eV
Spin multiplicity = 1

---

Version B
A gas-phase ion, C7H13N4 (charge +1). Source: the OMol25 dataset; level of theory: ωB97M-V/def2-TZVPD.

XYZ file:
```
24
Properties=species:S:1:pos:R:3:nbo_charge:R:1
C -1.28 0.40 -1.31 0.25
C -1.79 1.70 0.47 0.36
C 3.68 0.58 -0.24 -0.31
C 2.62 -0.21 -0.24 -0.23
C -1.55 -0.83 -0.50 -0.18
C -0.89 -0.50 0.91 0.11
C 1.24 0.28 0.04 -0.23
N -1.64 1.55 -0.82 -0.47
N -1.32 0.82 1.34 -0.50
N -2.94 -1.15 -0.24 -0.80
N 0.52 -0.58 0.94 -0.60
H -0.95 0.37 -2.34 0.24
H -2.22 2.63 0.83 0.24
H 4.66 0.19 -0.46 0.22
H 3.62 1.63 -0.04 0.20
H 2.71 -1.26 -0.45 0.21
H -1.07 -1.71 -0.92 0.24
H -1.33 -1.23 1.61 0.27
H 0.65 0.32 -0.92 0.17
H 1.26 1.30 0.42 0.21
H -1.15 1.07 2.31 0.45
H -3.50 -0.33 -0.03 0.37
H -3.36 -1.63 -1.03 0.39
H 0.90 -1.52 1.01 0.40
```

## Properties
SMILES = C=CCN[C@H]1[NH+]=CN=C[C@@H]1N
Orbital gap = 0.2840 Eh
Net charge = +1
E_LUMO = -5.36 eV
Spin multiplicity = 1

---

Version C
A molecular structure, C7H13N4. Source: the OMol25 dataset; level of theory: ωB97M-V/def2-TZVPD.

XYZ file:
```
24
Properties=species:S:1:pos:R:3:nbo_charge:R:1
C -2.83 0.04 0.97 -0.05
C -1.53 0.37 1.05 -0.10
C -1.98 -0.83 -0.81 0.18
C 1.29 -1.47 0.03 0.51
C 0.34 2.78 -0.37 -0.59
C 1.00 1.36 -0.01 -0.46
C 0.31 0.11 -0.56 0.11
N -3.07 -0.67 -0.19 -0.40
N -0.94 -0.13 -0.12 -0.42
N 2.48 -1.47 0.53 -0.73
N 0.69 -2.60 -0.40 -0.78
H -3.61 0.16 1.72 0.24
H -1.12 1.03 1.77 0.24
H -1.77 -1.47 -1.65 0.20
H 0.85 3.59 0.16 0.24
H -0.66 2.63 0.05 0.22
H 0.42 2.89 -1.46 0.22
H 2.00 1.33 -0.40 0.21
H 1.18 1.40 1.06 0.22
H 0.50 -0.08 -1.59 0.23
H 2.97 -0.62 0.78 0.45
H 2.87 -2.43 0.56 0.42
H -0.15 -2.40 -0.97 0.41
H 0.77 -3.55 -0.15 0.43
```

## Properties
Orbital gap = 0.3486 Eh
Net charge = +1
E_LUMO = -3.31 eV
Spin multiplicity = 1

---

Verdict on stability: version C comes out on top.